36
Properties=species:S:1:pos:R:3:mulliken_charge:R:1 method="wB97M-V/def2-TZVPD" e_tot_ha=-1492.112534 e_lumo_ha=0.0169 smiles="CSc1ncccc1C(=O)NCC(=O)Nc1ccc(F)c(F)c1"
C -3.23 -3.19 -0.99 -0.9453
H -3.50 -3.56 -0.01 0.2631
H -4.11 -3.16 -1.64 0.3151
H -2.45 -3.79 -1.43 0.3938
S -2.56 -1.51 -0.83 0.0874
C -3.94 -0.69 -0.11 0.2836
N -5.00 -1.44 0.13 -0.4034
C -6.09 -0.88 0.62 -0.4051
C -6.19 0.47 0.88 -0.5693
C -5.08 1.26 0.63 -0.4579
C -3.91 0.69 0.15 0.4102
C -2.75 1.58 -0.12 0.3983
O -2.87 2.68 -0.62 -0.6446
N -1.55 1.10 0.27 -0.1096
H -1.42 0.17 0.65 0.2660
C -0.32 1.80 -0.03 -1.0089
H -0.22 2.68 0.62 0.2985
H -0.35 2.16 -1.07 0.3810
C 0.85 0.86 0.20 0.7660
O 0.71 -0.23 0.70 -0.6648
N 2.04 1.40 -0.20 -0.0891
C 3.31 0.84 -0.13 0.4456
C 4.39 1.60 -0.58 -0.7677
C 5.68 1.10 -0.54 -0.4708
C 5.90 -0.17 -0.06 0.2906
C 4.83 -0.94 0.39 0.1882
C 3.54 -0.44 0.36 -0.3869
H 2.73 -1.06 0.71 0.5883
F 5.04 -2.18 0.87 -0.3112
F 7.15 -0.66 -0.02 -0.3046
H 6.51 1.68 -0.89 0.4155
H 4.22 2.60 -0.96 0.3320
H 2.01 2.33 -0.59 0.1862
H -5.10 2.33 0.81 0.4479
H -7.11 0.90 1.26 0.3988
H -6.91 -1.56 0.80 0.3829